No. 1
C31H51Cl2N2OPTl as an isolated structure in a non-equilibrium geometry. Source: the Open Molecules 2025 dataset; level of theory: ωB97M-V/def2-TZVPD.

Element x y z (Å)
P1 -2.3500 -0.5666 -1.4205
C1 -1.9353 -0.3995 -3.2534
C2 -2.9009 -1.0740 -4.2247
C3 -2.2905 -1.0528 -5.6329
C4 -1.8962 0.3557 -6.0914
C5 -1.0585 1.1145 -5.0545
C6 -1.6776 1.0556 -3.6527
C7 -3.7665 0.5698 -1.0194
C8 -5.0233 0.4112 -1.8673
C9 -6.1441 1.2315 -1.2136
C10 -5.7574 2.6942 -0.9619
C11 -4.3945 2.8643 -0.2808
C12 -3.3139 2.0390 -0.9801
C13 -3.0099 -2.2949 -1.2187
C14 -1.8986 -3.2799 -1.6243
C15 -2.2159 -4.7332 -1.2538
C16 -2.6600 -4.9113 0.2024
C17 -3.7942 -3.9547 0.5791
C18 -3.4785 -2.4952 0.2316
H1 -0.9594 -0.9204 -3.2776
H2 -3.8622 -0.5428 -4.2308
H3 -3.1103 -2.1106 -3.9312
H4 -2.9918 -1.5032 -6.3448
H5 -1.3927 -1.6856 -5.6226
H6 -1.3398 0.2913 -7.0340
H7 -2.8106 0.9290 -6.2941
H8 -0.0511 0.6777 -5.0123
H9 -0.9451 2.1616 -5.3618
H10 -1.0203 1.5441 -2.9181
H11 -2.6299 1.6040 -3.6767
H12 -3.9933 0.2712 0.0174
H13 -6.3884 0.7616 -0.2522
H14 -5.3191 -0.6450 -1.9483
H15 -4.8386 0.7798 -2.8868
H16 -7.0428 1.1768 -1.8371
H17 -6.5300 3.1774 -0.3531
H18 -5.7343 3.2192 -1.9261
H19 -4.1021 3.9216 -0.2685
H20 -4.4599 2.5365 0.7658
H21 -2.3508 2.1275 -0.4635
H22 -3.1833 2.4125 -2.0028
H23 -3.8730 -2.3869 -1.9047
H24 -1.6957 -3.2280 -2.7043
H25 -0.9578 -2.9651 -1.1454
H26 -3.0075 -5.0993 -1.9184
H27 -1.3292 -5.3480 -1.4525
H28 -1.8041 -4.7217 0.8624
H29 -2.9766 -5.9466 0.3686
H30 -4.0014 -4.0225 1.6535
H31 -4.7132 -4.2517 0.0585
H32 -4.3529 -1.8674 0.4539
H33 -2.6729 -2.1363 0.8885
Tl1 0.7764 0.4516 0.0635
Cl1 -1.4324 -0.0456 1.2494
Cl2 1.0816 -1.3664 -1.6866
C19 0.5445 2.2329 -1.0295
H34 0.8965 2.2048 -2.0734
C20 0.4074 3.5427 -0.4957
C21 -0.2437 3.7699 0.7686
C22 -0.2836 5.0483 1.3110
C23 0.3102 6.1368 0.6495
C24 0.9399 5.9316 -0.5944
C25 0.9864 4.6696 -1.1706
H35 -0.6765 2.9144 1.3041
H36 -0.7783 5.2219 2.2678
H37 1.4008 6.7747 -1.1148
H38 1.4981 4.5054 -2.1222
H39 0.2890 7.1349 1.0866
C26 2.9533 1.3269 3.6499
N1 3.5330 0.0312 3.3876
C27 4.7931 -0.3461 4.0071
C28 4.9736 -1.8407 3.9150
C29 4.6755 -2.3563 2.5284
N2 3.3245 -1.9619 2.1831
C30 2.5692 -2.7487 1.2349
C31 2.8637 -0.7265 2.4943
O1 1.7968 -0.2663 1.9750
H40 1.9007 1.2125 3.9396
H41 2.9754 1.9645 2.7524
H42 3.5026 1.8108 4.4549
H43 5.6346 0.1812 3.5261
H44 4.7529 -0.0215 5.0538
H45 4.2892 -2.3206 4.6192
H46 5.9914 -2.1086 4.2017
H47 4.7203 -3.4440 2.4873
H48 5.4104 -1.9444 1.8142
H49 2.6785 -2.3796 0.2065
H50 2.9227 -3.7826 1.2897
H51 1.5047 -2.6936 1.4880

Computed properties:
DFT total energy in eV: -77031.8607
ΔE to the lowest compared entry with this formula, charge and spin in eV: 0.3926
E_LUMO (spin up / spin down) in eV: 2.1 / 2.1
Maximum force in eV/A: 2.24
Net charge: -1
E_HOMO (spin up / spin down) in eV: -2.54 / -2.54
HOMO-LUMO gap (spin up / spin down) in eV: 4.6 / 4.6

No. 2
A 11-piece molecular cluster, C27H81N5O12 overall in a non-equilibrium geometry. Source: the Open Molecules 2025 dataset; level of theory: ωB97M-V/def2-TZVPD.

Element x y z (Å)
C1 -0.0943 -7.3724 0.1233
C2 0.6150 -5.9456 -0.0402
O1 -0.3304 -4.9836 0.1358
O2 0.8409 -8.4714 -0.0744
H1 -0.9516 -7.5069 -0.5363
H2 -0.5102 -7.3817 1.1307
H3 1.0975 -5.9967 -1.0163
H4 1.2584 -5.8459 0.8339
H5 0.0171 -4.1069 0.3149
H6 0.4300 -9.3015 -0.3270
C3 2.8159 -1.7915 5.2781
O3 2.2959 -2.9506 4.6168
H7 3.8616 -1.7185 4.9792
H8 2.1657 -0.9312 5.1195
H9 2.9065 -1.8108 6.3642
H10 1.3546 -3.0746 4.7587
C4 -0.8601 -4.3358 4.2445
O4 -0.2290 -3.3707 5.0860
H11 -1.3385 -5.0348 4.9305
H12 -1.5414 -3.8493 3.5464
H13 -0.1146 -4.8898 3.6741
H14 -0.7577 -3.1931 5.8674
C5 3.7348 -4.0298 1.9560
O5 3.6118 -2.6454 2.3009
H15 4.0667 -4.5786 2.8374
H16 2.8619 -4.5657 1.5832
H17 4.5605 -4.1028 1.2481
H18 3.1135 -2.6614 3.1212
C6 2.8870 5.6713 0.1811
O6 3.2619 4.2950 0.1499
H19 3.2870 6.1114 1.0945
H20 3.2652 6.1956 -0.6965
H21 1.7979 5.6739 0.1358
H22 2.6985 3.7594 0.7133
C7 2.3416 -2.3296 -2.9360
O7 1.7423 -3.4970 -2.3721
H23 3.3407 -2.3632 -2.5018
H24 2.5536 -2.4454 -3.9989
H25 1.7505 -1.4393 -2.7216
H26 0.8205 -3.4324 -2.6324
C8 -3.7067 1.9849 1.9613
C9 -3.9103 1.2544 3.2828
C10 -4.7707 2.0302 4.3606
O8 -6.1266 1.8282 4.0783
C11 -7.0148 2.4389 5.0718
N1 -4.4462 -0.0880 3.0318
H27 -4.5933 2.5628 1.7005
H28 -3.5426 1.2690 1.1559
H29 -2.8514 2.6599 1.9311
H30 -2.8909 1.1972 3.6643
H31 -4.5270 3.0899 4.4359
H32 -4.5895 1.7174 5.3889
H33 -6.7779 3.4740 5.3178
H34 -6.9096 2.0154 6.0707
H35 -8.0770 2.4472 4.8270
H36 -5.0996 -0.1038 2.2618
H37 -4.9304 -0.3792 3.8690
C12 -1.5253 0.0289 -5.7838
C13 -2.4810 -0.3422 -4.6589
C14 -1.8994 -0.3247 -3.2250
O9 -2.8832 -0.3429 -2.1761
C15 -3.5482 -1.5916 -1.9687
N2 -3.5734 0.6426 -4.7903
H38 -1.9618 0.5809 -6.6162
H39 -1.1423 -0.9132 -6.1758
H40 -0.6701 0.6098 -5.4382
H41 -2.6719 -1.3853 -4.9111
H42 -1.3139 0.5883 -3.1170
H43 -1.2260 -1.1815 -3.2042
H44 -3.9830 -1.8769 -2.9267
H45 -4.3421 -1.4205 -1.2416
H46 -2.9921 -2.4511 -1.5946
H47 -4.2565 0.6150 -4.0469
H48 -4.1987 0.4237 -5.5526
C16 -0.2353 -0.6678 2.3171
C17 0.4047 -0.9154 0.8806
C18 1.5246 0.1497 0.5897
O10 1.1075 1.6000 0.4554
C19 0.4862 2.0837 -0.6972
N3 0.8968 -2.2807 0.7368
H49 -0.5363 0.3616 2.5111
H50 0.5372 -0.9428 3.0353
H51 -1.1575 -1.2097 2.5272
H52 -0.4051 -0.8005 0.1601
H53 1.9109 -0.1323 -0.3897
H54 2.5171 0.2131 1.0359
H55 1.1402 2.0218 -1.5670
H56 0.1303 3.1076 -0.5831
H57 -0.3931 1.4409 -0.7393
H58 1.3584 -2.6777 1.5426
H59 1.4987 -2.3092 -0.0738
C20 0.1394 2.8568 3.4227
C21 1.3808 2.6923 4.2655
C22 2.4739 3.8084 4.0994
O11 3.7830 3.2701 4.2315
C23 4.2106 2.2913 3.2948
N4 0.9822 2.7589 5.6706
H60 0.4682 2.9853 2.3914
H61 -0.4059 3.7490 3.7304
H62 -0.5751 2.0403 3.5274
H63 1.5673 1.6189 4.2325
H64 2.3392 4.6125 4.8228
H65 2.3156 4.3349 3.1582
H66 3.4711 1.4968 3.1947
H67 5.0942 1.7198 3.5789
H68 4.2157 2.6644 2.2707
H69 0.7151 3.7036 5.9080
H70 1.6467 2.4374 6.3599
C24 0.0790 1.8161 -8.9964
C25 0.7491 3.0441 -8.5250
C26 1.6923 2.7970 -7.3252
O12 0.9293 2.7014 -6.1582
C27 1.7443 1.9771 -5.1861
N5 1.5581 3.4149 -9.6554
H71 -0.5024 2.0475 -9.8889
H72 -0.5564 1.3580 -8.2385
H73 0.7464 1.0012 -9.2766
H74 -0.0900 3.7022 -8.2993
H75 2.2696 3.7215 -7.3174
H76 2.3414 1.9623 -7.5899
H77 1.1377 1.9897 -4.2806
H78 2.6616 2.5297 -4.9830
H79 2.0737 0.9735 -5.4551
H80 2.4013 2.8644 -9.7334
H81 0.9639 3.2062 -10.4450

Computed properties:
DFT total energy in eV: -61323.9836
ΔE to the lowest compared entry with this formula, charge and spin in eV: 5.1867
E_LUMO in eV: 0.4
Maximum force in eV/A: 3.08
E_HOMO in eV: -8.67
HOMO-LUMO gap in eV: 9.1

No. 3
One molecule with the formula C3H6OS in a non-equilibrium geometry. Source: the Open Molecules 2025 dataset; level of theory: ωB97M-V/def2-TZVPD.

Element x y z (Å)
C1 -0.4912 1.3493 -0.0418
C2 -0.6089 -0.1624 -0.0411
C3 0.4279 -1.1458 -0.0567
H1 -0.9156 1.6881 0.8912
H2 0.4684 1.8194 -0.2263
H3 -1.2021 1.6614 -0.8935
H4 0.2302 -1.7556 0.7469
H5 0.3363 -1.7008 -1.0204
H6 2.0540 -0.2393 0.7334
O1 1.7716 -0.6730 -0.0849
S1 -2.0708 -0.8414 -0.0069

Computed properties:
DFT total energy in eV: -16089.5726
ΔE to the lowest compared entry with this formula, charge and spin in eV: 1.4181
E_LUMO in eV: -0.1
Maximum force in eV/A: 4.00
E_HOMO in eV: -8.70
HOMO-LUMO gap in eV: 8.6

No. 4
C39H40As2CdN5O9PS2Te as an isolated structure in a non-equilibrium geometry. Source: the Open Molecules 2025 dataset; level of theory: ωB97M-V/def2-TZVPD.

Element x y z (Å)
Cd1 0.0928 -0.1622 -0.0435
S1 -1.9985 -0.2572 -1.6816
C1 -2.1232 -2.0106 -1.5700
C2 -3.2225 -2.6557 -1.0006
C3 -3.2442 -4.0362 -0.8954
C4 -2.1948 -4.8054 -1.3867
C5 -1.1015 -4.1795 -1.9694
C6 -1.0593 -2.7950 -2.0738
As1 0.4949 -1.7181 -2.5115
C7 1.7256 -3.0970 -3.2212
C8 2.3866 -3.8864 -2.2744
C9 3.4084 -4.7481 -2.6452
C10 3.8095 -4.8218 -3.9742
C11 3.1679 -4.0405 -4.9252
C12 2.1359 -3.1867 -4.5502
C13 -0.0642 -0.9601 -4.2414
C14 0.7838 -0.0242 -4.8301
C15 0.4008 0.6808 -5.9658
C16 -0.8483 0.4571 -6.5291
C17 -1.7023 -0.4773 -5.9513
C18 -1.3136 -1.1743 -4.8155
H1 -4.0247 -2.0579 -0.5864
H2 -4.0749 -4.5239 -0.3975
H3 -2.2138 -5.8845 -1.2918
H4 -0.2733 -4.7692 -2.3455
H5 2.0901 -3.8083 -1.2328
H6 3.9031 -5.3563 -1.8968
H7 4.6249 -5.4746 -4.2640
H8 3.4702 -4.0940 -5.9653
H9 1.6351 -2.5870 -5.3003
H10 1.7533 0.1698 -4.3813
H11 1.0699 1.4090 -6.4094
H12 -1.1577 1.0037 -7.4132
H13 -2.6870 -0.6491 -6.3729
H14 -1.9924 -1.8837 -4.3562
O1 -0.6820 -0.5519 3.5089
As2 -0.6088 -2.0681 2.5939
O2 -1.7526 -3.0161 3.2828
O3 -0.7492 -1.8106 0.9583
C19 1.1456 -2.8589 2.9214
C20 1.1646 -4.1076 3.5332
C21 2.3495 -4.8166 3.6524
C22 3.5303 -4.2952 3.1363
C23 3.5251 -3.0582 2.5114
C24 2.3397 -2.3340 2.4116
S2 2.4335 -0.8570 1.3787
O4 1.3820 0.1028 1.8010
O5 3.7627 -0.3487 1.5838
O6 2.1535 -1.4312 0.0527
H15 -0.1230 0.0829 3.0292
H16 0.2217 -4.5079 3.8878
H17 2.3514 -5.7873 4.1355
H18 4.4545 -4.8571 3.2080
H19 4.4222 -2.6242 2.0896
C25 -0.6051 3.6912 -0.3389
C26 -1.6138 2.8259 0.3288
N1 -1.3923 1.6551 0.8630
C27 -2.5923 1.2238 1.4008
C28 -3.5477 2.1568 1.1899
N2 -2.9246 3.1818 0.4923
C29 -3.5202 4.4019 0.0615
N3 -4.4840 4.1957 -1.0014
N4 -5.6435 4.8848 -0.9764
N5 -6.2557 4.7328 -2.0896
C30 -5.4877 3.9232 -2.9012
C31 -5.6913 3.4717 -4.2097
C32 -4.7141 2.6726 -4.7569
C33 -3.5631 2.2995 -4.0295
C34 -3.3515 2.7324 -2.7434
C35 -4.3343 3.5707 -2.2027
H20 0.3436 3.1650 -0.3276
H21 -0.4743 4.6372 0.1906
H22 -0.8783 3.8996 -1.3777
H23 -2.6715 0.2649 1.8841
H24 -4.5941 2.1967 1.4423
H25 -2.7276 5.0635 -0.2828
H26 -4.0632 4.8911 0.8674
H27 -6.5856 3.7395 -4.7572
H28 -4.8335 2.3037 -5.7682
H29 -2.8297 1.6421 -4.4810
H30 -2.4931 2.3954 -2.1771
C36 1.8606 4.6780 -2.9944
C37 1.8728 3.1726 -3.2101
O7 2.9795 2.5605 -2.5550
P1 2.7824 1.7880 -1.0934
O8 1.4162 1.1258 -1.2406
Te1 3.2050 3.2940 0.6479
O9 3.9950 0.7701 -1.2506
C38 3.9245 -0.3495 -2.1387
C39 4.7639 -0.1079 -3.3802
H31 0.9899 5.1217 -3.4884
H32 2.7682 5.1266 -3.4046
H33 1.8261 4.8982 -1.9268
H34 1.9683 2.9429 -4.2756
H35 0.9434 2.7216 -2.8571
H36 2.8885 -0.5385 -2.4119
H37 4.2818 -1.2115 -1.5759
H38 4.4019 0.7824 -3.8961
H39 4.6923 -0.9741 -4.0435
H40 5.8086 0.0533 -3.1052

Computed properties:
DFT total energy in eV: -231470.7328
ΔE to the lowest compared entry with this formula, charge and spin in eV: 0.0000
E_LUMO in eV: 3.9
Maximum force in eV/A: 1.85
Net charge: -2
E_HOMO in eV: -2.29
HOMO-LUMO gap in eV: 6.2

No. 5
C44H66BCl6ILiMg2N6O18 as an isolated structure in a non-equilibrium geometry. Source: the Open Molecules 2025 dataset; level of theory: ωB97M-V/def2-TZVPD.

Element x y z (Å)
C1 -3.6880 1.1916 3.0343
C2 -3.9907 -0.0435 4.0683
O1 -5.0759 0.3839 4.9344
C3 -2.6434 -0.4689 4.9016
O2 -1.5247 0.1989 4.2425
C4 -0.5614 -0.7228 3.7421
C5 0.9548 -0.4263 4.0987
C6 1.2683 0.8523 5.0279
C7 0.9028 0.5891 6.5858
C8 0.8301 -0.9592 7.0135
O3 2.1376 -1.6248 6.9461
C9 2.1626 -1.3055 3.5951
C10 1.8257 -2.5298 2.6808
C11 0.3159 -2.8857 2.3215
C12 -0.8533 -1.9676 2.8529
O4 -2.1980 -2.2949 2.4677
N1 -2.4365 -1.9126 1.1624
O5 -3.5309 -2.2642 0.8965
C13 0.0389 -4.1950 1.4081
O6 -0.8860 -4.9974 1.6943
C14 1.0579 -4.3819 0.1837
C15 0.6365 -4.8893 -1.2284
B1 -0.9378 -5.3141 -1.5305
O7 -1.8008 -4.1815 -1.8514
N2 -1.4315 -6.7284 -1.4708
C16 -2.5477 -6.7744 -0.4537
C17 -0.3405 -7.5807 -0.8554
C18 1.6522 -5.0308 -2.4474
C19 1.1747 -5.5670 -3.9182
C20 0.2618 -4.5105 -4.7154
N3 -0.8448 -5.0299 -5.3030
C21 3.1756 -4.5993 -2.1078
C22 4.2388 -4.6752 -3.3353
C23 3.8227 -3.5730 -4.5020
C24 4.6373 -2.1843 -4.3725
O8 6.0341 -2.3481 -4.7433
C25 3.6134 -4.1229 -0.6504
I1 5.7082 -3.5661 -0.2307
C26 2.5724 -4.0071 0.5133
C27 2.9330 -3.5259 2.0273
O9 3.9611 -3.9260 2.6597
H1 -3.1366 0.8016 2.0929
H2 -4.7163 1.5881 2.6707
H3 -3.1635 2.0754 3.5411
H4 -4.3690 -0.9152 3.4090
H5 -5.8347 0.5354 4.3073
H6 -2.8110 -0.1563 5.9919
H7 -2.6106 -1.6135 4.8688
H8 2.3865 1.1463 4.9059
H9 0.5883 1.7101 4.6298
H10 -0.1656 1.0238 6.7618
H11 1.6021 1.1367 7.3349
H12 0.5198 -0.9893 8.1361
H13 0.0440 -1.5792 6.4546
H14 1.9599 -2.5749 6.7649
H15 3.2423 -1.0600 3.8785
H16 -2.6145 -4.5162 -2.3055
H17 -3.1495 -7.7426 -0.6679
H18 -2.1693 -6.8876 0.6401
H19 -3.2162 -5.8331 -0.4704
H20 0.5577 -7.6308 -1.5780
H21 -0.0576 -7.1947 0.2007
H22 -0.8249 -8.6494 -0.7708
H23 2.0699 -5.8224 -4.6059
H24 0.5896 -6.5653 -3.8034
H25 0.4820 -3.3798 -4.7478
H26 -1.3946 -4.2865 -5.7673
H27 4.1879 -5.7659 -3.7831
H28 5.3147 -4.4225 -3.0370
H29 3.9814 -4.0167 -5.5666
H30 2.7115 -3.3085 -4.3507
H31 4.1455 -1.4485 -5.1251
H32 4.4592 -1.7472 -3.3274
H33 6.4758 -1.5174 -4.4375
Cl1 0.1152 -3.2732 -6.5633
C28 9.8662 -1.8062 -11.4212
C29 8.3927 -2.1269 -11.2522
N4 8.0552 -2.5834 -9.8965
C30 6.8685 -2.3125 -9.2366
C31 6.9448 -2.9186 -8.0202
N5 8.1677 -3.5526 -7.9677
C32 8.8166 -3.3596 -9.1204
C33 8.6989 -4.3203 -6.8465
H34 10.4833 -2.6991 -11.2941
H35 10.0562 -1.4103 -12.4207
H36 10.1906 -1.0651 -10.6862
H37 8.0878 -2.9110 -11.9508
H38 7.8017 -1.2332 -11.4673
H39 6.1171 -1.7166 -9.7234
H40 6.2775 -2.9827 -7.1774
H41 9.7897 -3.7613 -9.3660
H42 9.6206 -3.8488 -6.5015
H43 8.9076 -5.3380 -7.1808
H44 7.9756 -4.3459 -6.0307
Cl2 -1.3049 3.5615 4.8143
C34 -0.5951 4.9078 3.8780
C35 -1.2657 5.0754 2.5302
Cl3 -0.9109 3.7198 1.4322
H45 0.4772 4.7236 3.7749
H46 -0.7281 5.8132 4.4751
H47 -0.8987 5.9814 2.0433
H48 -2.3509 5.1576 2.6284
Mg1 3.4531 -5.6250 -5.7082
Cl4 -1.1138 -1.2026 -0.5779
O10 -3.2414 -4.6905 4.1176
Cl5 -3.5432 -5.8915 3.3653
O11 -3.8807 -5.5359 2.0017
O12 -4.6589 -6.5778 3.9765
O13 -2.3818 -6.7642 3.3619
O14 -5.0934 -0.0921 -1.0719
Cl6 -6.3365 -0.7201 -0.6663
O15 -7.4338 0.1996 -0.8802
O16 -6.2638 -1.0666 0.7397
O17 -6.5496 -1.9183 -1.4490
Li1 0.0944 -9.2335 0.6844
Mg2 0.4457 3.4473 6.2290
C36 -6.9416 9.2881 3.0020
C37 -5.5707 8.8090 2.4780
C38 -5.0410 9.8064 1.4206
C39 -4.5854 11.1573 1.9682
C40 -4.0901 11.0974 3.4110
C41 -3.6096 9.7039 3.8740
N6 -4.7091 8.7453 3.6719
O18 -4.4105 7.5013 4.0657
C42 -3.3254 9.8242 5.3896
C43 -2.2897 9.3478 3.1660
C44 -5.8049 7.4779 1.7263
H49 -7.3566 8.5803 3.7245
H50 -7.6655 9.3864 2.1870
H51 -6.8749 10.2596 3.4983
H52 -4.1990 9.3525 0.8868
H53 -5.8033 9.9803 0.6517
H54 -3.7943 11.5497 1.3203
H55 -5.4058 11.8789 1.9053
H56 -3.2986 11.8416 3.5485
H57 -4.9079 11.4268 4.0623
H58 -4.2445 10.0310 5.9468
H59 -2.6279 10.6431 5.5919
H60 -2.8810 8.9122 5.7991
H61 -1.5266 10.1046 3.3762
H62 -2.3872 9.2860 2.0794
H63 -1.8922 8.3905 3.5153
H64 -6.4985 7.6239 0.8921
H65 -6.2469 6.7122 2.3689
H66 -4.8727 7.0834 1.3096

Computed properties:
DFT total energy in eV: -187445.3667
E_LUMO in eV: -5.7
Maximum force in eV/A: 6.42
Net charge: +1
E_HOMO in eV: -7.49
HOMO-LUMO gap in eV: 1.8

No. 6
One molecule with the formula C8H12. Source: the Open Molecules 2025 dataset; level of theory: ωB97M-V/def2-TZVPD.

Element x y z (Å)
C1 0.7068 0.3676 0.6801
C2 1.8417 0.4915 -0.3468
C3 -1.3474 1.8402 0.5346
C4 -0.6839 -1.4483 -1.4578
C5 -0.6554 0.5988 0.0475
C6 -1.2163 -0.1822 -0.8671
C7 0.7748 -0.9069 1.3747
C8 0.8568 -1.9268 1.9961
H1 0.8590 1.1475 1.4385
H2 -2.1840 0.1137 -1.2558
H3 1.7898 1.4606 -0.8365
H4 2.8062 0.4007 0.1484
H5 1.7670 -0.2843 -1.1035
H6 -1.4966 1.7898 1.6127
H7 -0.7430 2.7219 0.3231
H8 -2.3151 1.9644 0.0588
H9 -1.5024 -2.1496 -1.6132
H10 0.0601 -1.9177 -0.8206
H11 -0.2399 -1.2487 -2.4336
H12 0.9219 -2.8321 2.5204

Computed properties:
DFT total energy in eV: -8488.3303
ΔE to the lowest compared entry with this formula, charge and spin in eV: 1.2521
E_LUMO in eV: 1.0
Maximum force in eV/A: 0.61
E_HOMO in eV: -8.99
HOMO-LUMO gap in eV: 10.0